Computed, not measured: a molecular structure, C54H45AsN4S3Sn at a distorted geometry, with the ωB97M-V functional and the def2-TZVPD basis.

Geometry as ORCA input:
```
! wB97M-V def2-TZVPD RIJCOSX def2/J DEFGRID3
* xyz 2 1
Sn -0.173 -0.432 0.294
N 0.434 1.443 0.952
S 0.078 2.874 1.000
N -1.440 3.299 0.502
S -1.796 3.790 -0.930
N -1.500 2.856 -2.139
S -1.841 1.248 -2.123
N -0.811 0.379 -1.521
C -3.509 1.095 -1.442
C -4.577 1.237 -2.310
C -5.864 1.038 -1.839
C -6.070 0.701 -0.511
C -4.995 0.580 0.357
C -3.706 0.775 -0.111
C -1.960 0.875 -3.868
C -2.269 1.845 -4.806
C -2.332 1.491 -6.144
C -2.086 0.182 -6.530
C -1.783 -0.783 -5.580
C -1.727 -0.439 -4.240
C -1.022 5.355 -1.322
C -1.300 6.408 -0.466
C -0.731 7.645 -0.713
C 0.102 7.812 -1.810
C 0.349 6.756 -2.672
C -0.217 5.514 -2.435
C -3.541 4.194 -0.920
C -4.041 4.647 -2.132
C -5.383 4.965 -2.233
C -6.206 4.832 -1.124
C -5.686 4.404 0.088
C -4.342 4.081 0.199
C 1.256 3.860 0.064
C 1.726 5.055 0.581
C 2.743 5.721 -0.083
C 3.275 5.184 -1.246
C 2.787 3.993 -1.762
C 1.772 3.320 -1.102
C 0.136 3.485 2.689
C 0.997 2.826 3.554
C 1.140 3.289 4.850
C 0.430 4.403 5.270
C -0.440 5.047 4.401
C -0.588 4.589 3.101
H -4.400 1.482 -3.346
H -6.699 1.133 -2.516
H -7.070 0.524 -0.152
H -5.160 0.323 1.393
H -2.861 0.683 0.564
H -2.447 2.857 -4.479
H -2.575 2.238 -6.884
H -2.137 -0.089 -7.573
H -1.595 -1.802 -5.880
H -1.502 -1.171 -3.480
H -1.962 6.255 0.373
H -0.947 8.477 -0.062
H 0.549 8.776 -2.000
H 0.974 6.900 -3.539
H -0.047 4.675 -3.090
H -3.374 4.749 -2.975
H -5.784 5.326 -3.168
H -7.254 5.076 -1.203
H -6.327 4.331 0.953
H -3.914 3.746 1.130
H 1.324 5.447 1.502
H 3.133 6.643 0.322
H 4.088 5.692 -1.741
H 3.215 3.574 -2.660
H 1.392 2.378 -1.472
H 1.540 1.965 3.198
H 1.808 2.782 5.529
H 0.557 4.774 6.274
H -0.999 5.907 4.734
H -1.261 5.074 2.410
C 5.125 1.697 -3.708
C 5.521 1.312 -2.438
C 4.665 0.577 -1.633
C 3.410 0.201 -2.100
C 2.998 0.640 -3.353
C 3.854 1.376 -4.155
As 2.230 -0.958 -1.008
C 3.488 -1.659 0.307
C 4.699 -2.249 -0.052
C 5.543 -2.759 0.919
C 5.189 -2.683 2.258
C 3.992 -2.092 2.627
C 3.148 -1.583 1.653
C 2.033 -2.479 -2.238
C 2.529 -3.744 -1.938
C 2.391 -4.783 -2.844
C 1.751 -4.574 -4.054
C 1.214 -3.330 -4.340
C 1.342 -2.294 -3.431
H 5.803 2.244 -4.346
H 6.501 1.576 -2.071
H 4.979 0.282 -0.638
H 2.000 0.410 -3.704
H 3.528 1.691 -5.136
H 4.976 -2.307 -1.100
H 6.478 -3.219 0.634
H 5.848 -3.082 3.015
H 3.716 -2.030 3.670
H 2.204 -1.109 1.931
H 3.024 -3.919 -0.990
H 2.790 -5.757 -2.603
H 1.669 -5.378 -4.769
H 0.698 -3.165 -5.274
H 0.891 -1.332 -3.642
*
```

Summary:
- max |F| (eV/A) = 1.51
- ΔE to the lowest compared entry with this formula, charge and spin (kJ/mol) = 0.0
- frontier orbital gap (hartree) = 0.28717
- E_HOMO (eV) = -12.5
- LUMO level (eV) = -4.71
- calculated total energy (Eh) = -5947.72283